## A
Here is a 14-piece molecular cluster, H27O14 overall from the OMol25 dataset. Energies are from ωB97M-V/def2-TZVPD.

Each line ends with the Löwdin charge.
Atoms and positions in Å:
O -0.987 -0.161 -0.560  -0.193
H -0.648 -0.763 0.308  0.021
O -1.198 0.363 4.080  -0.074
H -0.711 0.745 -0.392  0.019
H -0.016 -0.258 -2.014  -0.006
O -3.554 -2.454 0.096  -0.074
H 1.071 -0.189 -3.214  0.022
H 1.367 1.863 -1.681  0.042
O 1.466 1.990 -2.634  -0.038
H -2.628 1.424 -0.275  -0.005
H 1.860 2.862 -2.708  0.020
O -3.048 2.286 -0.396  -0.063
H 1.307 4.162 -1.865  -0.009
H -1.038 -0.587 4.229  0.036
O 1.854 1.135 1.418  -0.133
H 0.877 -1.513 0.863  -0.013
H 2.984 -0.014 3.004  0.006
O 1.689 5.015 -1.641  -0.051
H 1.728 2.985 1.709  0.021
H 2.319 0.720 0.673  0.058
O 0.666 -0.738 -2.537  -0.089
H -3.054 -2.545 -0.735  -0.005
H -0.862 -2.714 -3.642  -0.010
O 2.508 3.603 1.683  -0.117
H 3.144 2.905 1.886  0.010
H -3.216 -1.744 0.647  0.016
O -1.915 -2.140 -2.176  -0.072
H -2.334 -1.303 -1.972  0.040
H -0.961 -2.117 -2.003  0.031
O 2.872 -0.861 3.453  -0.070
H 1.232 5.313 -0.845  0.047
H 0.680 -2.958 -4.043  0.017
O 0.249 -0.977 1.365  -0.331
H -0.009 -3.349 1.326  0.003
H 1.933 -0.876 3.664  0.021
O -0.144 -3.340 -3.758  -0.068
H -3.298 2.264 -1.324  0.031
H 1.309 0.285 1.577  0.006
O -0.631 -3.909 1.814  -0.084
H -1.266 0.343 3.114  0.018
H -1.192 -3.167 2.107  0.021

The value obtained for the HOMO energy is -6.87 eV. As for the charge: -1.



## B
Here is a 14-piece molecular cluster, H27O14 overall from the OMol25 dataset. Energies are from ωB97M-V/def2-TZVPD.

Each line ends with the Löwdin charge.
Atoms and positions in Å:
O 0.557 3.528 3.591  -0.063
H 0.498 3.520 2.640  0.019
O 0.709 0.354 4.355  -0.054
H -0.220 0.357 4.106  0.039
H -2.972 2.214 0.177  0.024
O -3.780 -3.546 -1.311  -0.053
H -1.926 0.928 0.409  -0.008
H 2.511 -1.333 -3.109  0.010
O 2.915 -1.880 -2.402  -0.077
H -1.915 -0.685 1.914  -0.019
H 2.548 -2.753 -2.596  0.028
O 0.851 -0.014 -3.077  -0.055
H 0.027 2.163 -0.159  -0.012
H 1.523 0.616 -3.346  0.023
O -1.086 3.465 -2.366  -0.068
H -0.278 3.201 -2.833  0.000
H -1.550 2.642 -2.180  0.020
O 3.177 0.674 2.744  -0.077
H 2.823 0.313 1.919  0.017
H 3.514 -0.184 3.053  0.047
O -2.140 1.884 0.487  -0.078
H -3.534 -2.917 -1.987  0.028
H 0.369 0.493 -2.413  0.034
O -0.932 -0.469 0.518  -0.367
H -0.370 -0.874 -0.153  -0.011
H -3.038 -3.856 -0.787  0.010
O -0.578 -4.662 -0.391  -0.061
H -0.904 -4.350 -1.246  0.025
H -0.182 -3.832 -0.072  0.042
O 0.679 2.328 -4.491  -0.046
H 1.078 1.469 -4.551  0.003
H -0.143 2.302 -4.997  0.064
O 0.481 1.313 -0.087  -0.193
H -0.350 0.791 0.396  -0.023
H 0.763 2.632 3.882  0.002
O 1.461 -1.133 1.653  -0.075
H 0.953 -1.360 2.445  0.036
H 0.887 -0.595 1.090  -0.006
O -2.172 -1.114 2.763  -0.103
H 1.405 0.296 3.720  -0.034
H -1.659 -1.926 2.692  0.013

The value obtained for the HOMO energy is -6.16 eV. As for the charge: -1.



## C
Here is a 14-piece molecular cluster, H27O14 overall from the OMol25 dataset. Energies are from ωB97M-V/def2-TZVPD.

Each line ends with the Löwdin charge.
Atoms and positions in Å:
O 1.386 4.424 -2.700  -0.136
H 0.961 4.017 -3.498  0.026
O 1.506 2.417 -1.006  -0.114
H -1.566 0.769 -3.574  0.097
H 0.409 2.921 1.843  0.032
O 3.007 -1.442 1.771  0.010
H -0.655 2.790 2.666  -0.008
H 0.108 0.402 2.657  -0.002
O 0.016 0.480 3.647  -0.093
H 0.557 -0.872 0.379  0.016
H 0.921 0.416 3.997  0.044
O 0.192 -2.451 -1.839  -0.040
H 1.351 3.730 -1.977  -0.019
H 0.581 2.177 -0.783  0.036
O -2.789 0.124 -1.134  -0.199
H -0.235 -1.625 -1.870  -0.010
H 0.815 1.028 -3.807  0.055
O 0.501 -0.510 1.229  -0.059
H -0.338 -0.179 1.177  -0.103
H -2.048 0.589 -0.599  -0.023
O -0.060 3.513 2.472  -0.082
H 2.337 -2.027 1.649  -0.059
H -0.481 -3.161 -1.908  0.062
O -0.756 -3.634 3.744  -0.057
H -0.197 -2.921 4.004  0.008
H 2.754 -0.728 1.239  0.004
O 1.597 -4.430 0.533  0.012
H 1.159 -4.765 -0.154  -0.049
H 1.691 -3.480 0.619  0.017
O 1.517 1.600 -3.342  -0.059
H -3.088 -0.323 -0.289  -0.038
H -0.782 -0.427 -4.528  0.141
O -0.813 0.611 -4.252  -0.144
H -3.723 -1.189 1.934  0.072
H 2.004 2.146 -3.885  0.011
O -1.025 1.088 0.599  -0.319
H -1.228 -3.294 2.961  0.038
H -1.533 1.783 0.814  -0.096
O -3.100 -0.946 1.196  -0.133
H 1.459 1.716 -1.745  0.032
H -2.411 -0.335 1.761  0.130

The value obtained for the HOMO energy is -6.09 eV. As for the charge: -1.



Of them, C has the lowest stability.



## A
Here is C8H13N2O as an isolated structure from the OMol25 dataset. Energies are from ωB97M-V/def2-TZVPD.

Each line ends with the Löwdin charge.
Atoms and positions in Å:
C 2.003 0.960 1.146  -0.071
C -0.423 1.763 -0.828  -0.126
C 2.393 -0.002 0.074  -0.126
C -2.675 0.423 0.658  -0.083
C -2.157 -0.563 -0.316  -0.093
C -1.213 -0.058 0.813  -0.163
C -0.040 0.793 0.277  -0.242
C 0.828 -1.871 -0.595  0.013
N 0.796 1.218 1.250  0.141
N 1.199 -0.379 -0.619  -0.035
O -0.140 1.586 -2.006  0.091
H 2.706 1.269 1.943  0.152
H -0.701 2.786 -0.436  0.171
H 3.107 0.658 -0.678  0.209
H 2.813 -0.955 0.503  0.151
H -3.042 1.436 0.431  0.131
H -3.188 0.026 1.421  0.068
H -2.610 -1.591 -0.306  0.138
H -1.948 -0.229 -1.301  0.090
H -0.975 -0.487 1.866  0.182
H 1.702 -2.575 -0.774  0.123
H 0.401 -2.199 0.373  0.105
H 0.166 -2.021 -1.380  0.065
H 0.998 0.014 -1.516  0.109

The value obtained for the HOMO energy is -14.46 eV. As for the charge: +1.



## B
Here is a 2-piece molecular cluster, C8H13N2O overall from the OMol25 dataset. Energies are from ωB97M-V/def2-TZVPD.

Each line ends with the Löwdin charge.
Atoms and positions in Å:
C 2.874 0.956 -0.616  -0.089
C 3.017 -0.836 0.735  -0.084
C 1.459 0.963 -0.559  -0.099
C 1.603 -0.887 0.747  -0.060
C -1.003 -0.845 -1.668  0.012
C -1.674 -1.138 0.770  0.012
C -1.976 1.755 0.803  0.012
C -1.407 -0.232 -0.379  -0.351
N 3.566 0.046 -0.018  0.081
N 0.882 0.019 0.092  0.027
O -1.613 1.017 -0.389  -0.015
H 3.323 1.792 -1.269  0.147
H 3.716 -1.572 1.064  0.118
H 0.765 1.645 -1.051  0.124
H 1.144 -1.675 1.338  0.109
H -0.532 -1.835 -1.492  0.122
H -0.528 -0.153 -2.469  0.148
H -1.936 -0.950 -2.125  0.087
H -0.784 -1.189 1.440  0.094
H -2.495 -0.729 1.308  0.079
H -1.997 -2.217 0.522  0.150
H -3.096 1.998 0.805  0.132
H -1.722 2.891 0.753  0.142
H -1.585 1.178 1.657  0.103

The value obtained for the HOMO energy is -12.98 eV. As for the charge: +1.



Of them, A has the lowest stability.



## A
Here is an isolated ion of composition C11H14N3 and charge +1 from the OMol25 dataset. Energies are from ωB97M-V/def2-TZVPD.

Each line ends with the Löwdin charge.
Atoms and positions in Å:
C 0.426 -1.027 -2.494  -0.071
C -2.047 -2.322 0.990  -0.034
C -2.677 -1.225 0.305  -0.027
C -0.763 -2.174 1.470  -0.084
C -1.924 -0.077 0.235  -0.035
C -0.104 -1.009 1.362  -0.071
C -0.647 0.069 0.770  -0.274
C 0.052 -1.673 -3.576  0.056
C 1.433 1.120 0.118  -0.205
C 2.616 1.957 0.534  0.034
C -0.242 2.478 1.213  -0.014
N 0.462 -0.358 -1.440  0.076
N 0.166 1.236 0.600  -0.031
N 1.539 0.284 -0.952  0.091
H -2.600 -3.229 1.116  0.103
H -3.513 -1.440 -0.273  0.090
H -0.373 -2.993 2.124  0.136
H -2.303 0.781 -0.424  0.150
H 0.910 -1.101 1.714  0.127
H 0.169 -2.716 -3.922  0.084
H -0.500 -1.301 -4.434  0.074
H 2.404 2.673 1.396  0.107
H 3.431 1.194 0.978  0.159
H 3.031 2.454 -0.295  0.072
H -0.596 3.164 0.449  0.105
H -1.196 2.376 1.756  0.111
H 0.428 2.891 1.991  0.104
H 2.419 -0.031 -1.308  0.168

The SMILES is C=C=N/[NH+]=C(/C)N(C)c1ccccc1. The value obtained for the HOMO energy is -12.27 eV. As for the charge: +1.



## B
Here is an isolated ion of composition C11H14N3 and charge +1 from the OMol25 dataset. Energies are from ωB97M-V/def2-TZVPD.

Each line ends with the Löwdin charge.
Atoms and positions in Å:
C -2.474 -1.846 1.620  -0.089
C -1.995 -0.770 2.295  -0.034
C -1.983 -2.161 0.414  -0.090
C -0.929 -0.070 1.680  -0.046
C -0.967 -1.460 -0.160  -0.043
C -0.426 -0.317 0.434  -0.193
C -0.497 1.818 -2.247  -0.073
C 1.352 0.590 -2.675  -0.050
C -0.329 1.903 -0.782  0.010
C 0.579 0.572 -0.372  -0.318
C 2.433 -0.165 1.315  -0.089
N 0.327 1.357 -3.067  0.133
N 1.164 -0.013 -1.540  0.127
N 1.774 0.906 0.523  -0.025
H -3.386 -2.435 1.997  0.152
H -2.381 -0.508 3.221  0.096
H -2.320 -2.962 -0.226  0.121
H -0.797 0.945 2.100  0.135
H -0.603 -1.794 -1.095  0.099
H -1.354 2.125 -2.835  0.144
H 2.113 0.275 -3.425  0.175
H 0.103 2.759 -0.302  0.127
H -1.383 1.862 -0.373  0.151
H 1.648 -0.804 1.757  0.087
H 3.252 -0.780 0.941  0.080
H 2.829 0.370 2.138  0.071
H 1.741 -0.879 -1.378  0.205
H 2.510 1.483 0.042  0.140

The SMILES is CN[C@@]1(c2ccccc2)CC=NC=[NH+]1. The value obtained for the HOMO energy is -12.74 eV. As for the charge: +1.



Of them, A has the lowest stability.



## A
Here is one molecule with the formula C4H11NS from the OMol25 dataset. Energies are from ωB97M-V/def2-TZVPD.

Each line ends with the Löwdin charge.
Atoms and positions in Å:
C 0.907 0.982 2.087  -0.196
C 0.678 1.881 0.868  -0.558
C -0.716 -0.217 -0.478  -0.547
C -0.883 -1.062 -1.667  -0.422
H 0.055 0.329 2.293  0.044
H 0.868 1.552 3.039  0.071
H 1.823 0.286 1.998  0.102
H 1.522 2.581 0.811  0.061
H -0.241 2.521 1.052  0.087
H -0.486 -0.855 0.392  0.076
H -1.717 0.259 -0.240  0.104
H -0.609 -0.485 -2.521  0.090
H -1.903 -1.312 -1.770  0.095
H -0.124 -2.867 -0.960  0.065
H 0.208 -2.440 -2.565  0.078
N 0.035 -2.136 -1.611  0.002
S 0.584 0.983 -0.727  0.850

The SMILES is CCSCCN. The value obtained for the HOMO energy is -8.27 eV. As for the charge: 0.



## B
Here is a 2-piece molecular cluster, C4H11NS overall from the OMol25 dataset. Energies are from ωB97M-V/def2-TZVPD.

Each line ends with the Löwdin charge.
Atoms and positions in Å:
C 1.946 -0.122 0.490  -0.343
N 1.946 -0.396 -0.904  0.080
C 0.642 -0.201 -1.383  -0.243
C -1.163 1.538 -0.022  -0.510
S -1.951 -0.108 -0.138  0.557
C 1.040 -0.967 1.368  -0.106
H 2.958 -0.339 0.887  0.107
H 1.881 0.951 0.732  0.121
H 0.597 -0.454 -2.458  0.098
H 0.298 0.846 -1.370  0.047
H -0.159 -0.783 -0.846  -0.010
H -0.828 1.802 -1.022  0.015
H -0.380 1.475 0.731  0.017
H -1.924 2.224 0.346  0.034
H 1.392 -1.983 1.479  0.081
H 1.003 -0.440 2.327  0.087
H 0.007 -0.910 1.057  -0.031

The value obtained for the HOMO energy is -8.18 eV. As for the charge: 0.



## C
Here is a 3-piece molecular cluster, C4H11NS overall from the OMol25 dataset. Energies are from ωB97M-V/def2-TZVPD.

Each line ends with the Löwdin charge.
Atoms and positions in Å:
C -0.378 -0.995 -2.118  0.089
C -1.490 -0.251 -1.929  -0.014
S -0.810 0.593 2.089  0.205
C 0.640 -0.955 -1.054  -0.273
N 1.230 0.412 -0.737  -0.138
C 2.102 0.439 0.447  -0.166
H -2.150 -1.729 0.155  0.029
H -2.710 -1.298 0.258  0.038
H -2.309 -0.226 -2.603  0.057
H -1.509 0.224 -0.869  0.061
H -1.078 1.842 2.428  -0.357
H 0.196 -1.303 -0.127  0.093
H 1.517 -1.689 -1.084  0.148
H 0.380 1.033 -0.642  0.080
H 1.480 0.014 1.366  0.016
H 2.348 1.505 0.473  0.086
H 2.934 -0.180 0.297  0.047

The value obtained for the HOMO energy is -7.77 eV. As for the charge: 0.



Of them, C has the lowest stability.